Record 1
# C6H8Cl2N2O3S

A structure of composition C6H8Cl2N2O3S at a distorted geometry (ωB97M-V with the def2-TZVPD basis set, OMol25).

Calculated values
**Highest occupied orbital energy**: -9.08 eV
**LUMO**: -0.1881 eV
**M**: 259.1 g/mol
**Maximum force**: 0.075 Eh/bohr
**HOMO-LUMO gap**: 8.895 eV

Last column: Löwdin charge in e.
Positions of all 22 atoms, in Å:
C 1.080690 1.022137 -0.895083  -0.430
C 0.062252 -1.861650 0.841351  -0.777
C 2.390456 0.445908 -0.269704  -1.273
C 0.873698 2.510005 -0.766267  -0.015
C -2.516401 -0.725672 -0.113000  -0.065
C -1.829590 -0.556609 1.254235  -0.235
N 0.247289 0.155241 -1.338878  -0.021
N 0.604605 -1.109093 -1.279325  -0.292
O -0.539169 -2.828637 0.518923  0.170
O 1.378059 -1.843641 1.034096  -0.191
O -0.454220 -0.752541 1.346472  0.021
S 1.955331 -1.383917 -0.465527  1.103
Cl 3.755313 0.551524 -1.431057  0.620
Cl 2.814409 0.959910 1.320030  0.715
H 1.806168 2.995084 -0.945850  0.077
H 0.529300 2.568973 0.237031  0.073
H 0.137525 2.703744 -1.428559  0.050
H -1.802607 -0.239186 -0.786679  0.051
H -2.669403 -1.758521 -0.396438  0.072
H -3.437978 -0.222688 0.192343  0.084
H -2.535749 -1.149175 1.879169  0.135
H -1.849979 0.518806 1.492719  0.129

Atomic forces in eV per Å
0.9490 0.0106 0.6708
-3.0016 -0.8415 2.3138
-1.0643 -1.0031 -1.3390
1.5333 -3.0190 1.1961
1.5025 0.5279 1.0489
-2.3417 0.6186 -0.4113
0.6138 3.3436 0.0153
1.2212 -2.6080 -0.6351
-0.4456 -0.7421 -0.3107
2.3820 0.3406 -0.4959
1.0862 -0.3984 -0.0174
0.7666 0.3349 -0.3164
-0.2274 0.2578 0.1782
-0.0683 0.1090 0.0967
0.4169 0.7198 -0.0566
-0.2382 1.0107 0.9830
-2.3395 1.3584 -2.0887
-1.2033 0.1987 -0.5762
-0.0963 -0.0711 0.0550
-0.2312 0.1177 -1.2846
1.4458 0.1939 0.7494
-0.6596 -0.4589 0.2248

Record 2
# C4H8N2O

A cluster of 2 separate species, C4H8N2O in total at a distorted geometry (ωB97M-V with the def2-TZVPD basis set, OMol25).

Calculated values
**Highest occupied orbital energy**: -9.82 eV
**LUMO**: 0.7212 eV
**M**: 100.1 g/mol
**Maximum force**: 0.063 Eh/bohr
**HOMO-LUMO gap**: 10.540 eV
**Structure (SMILES)**: C/N=[NH+]\[O-].C=C=C

Last column: Löwdin charge in e.
Positions of all 15 atoms, in Å:
C 0.629210 -2.347698 -1.284511  -0.131
N 0.380278 -0.984826 -0.921680  -0.011
N 1.196655 -0.122260 -1.388222  -0.230
O 2.289499 -0.215912 -2.006331  -0.069
H -0.182111 -2.760496 -2.033730  0.118
H 1.618780 -2.552848 -1.763084  0.071
H 0.658598 -2.843493 -0.291414  0.081
H 0.932114 0.932504 -1.087083  0.206
C 0.892980 1.285826 1.789301  0.001
C -0.357559 1.066384 1.519332  -0.186
C -1.599501 1.039749 1.119814  -0.007
H 1.580948 1.332345 1.035287  0.014
H 1.260913 1.163260 2.764980  0.047
H -2.034686 0.111665 0.698205  0.072
H -2.006239 1.916544 0.788690  0.025

Atomic forces in eV per Å
0.3635 -1.6144 -0.8373
0.7109 1.8640 -1.5135
-0.2367 1.9888 1.3112
-1.4216 -0.4240 0.3827
1.3141 0.8285 1.8593
-0.7037 0.4803 0.2959
-0.5029 -0.3716 -0.8590
0.4026 -2.8425 -0.7256
-1.7628 -0.8666 1.1474
-0.5274 0.5134 -0.3795
1.3684 -2.8775 -0.5802
1.7428 0.2639 -1.8684
0.4280 0.2246 1.2677
0.2425 0.5295 0.7202
-1.4177 2.3038 -0.2208

Record 3
# C6H7FO

An isolated molecule of C6H7FO at a distorted geometry (ωB97M-V with the def2-TZVPD basis set, OMol25).

Calculated values
**Highest occupied orbital energy**: -8.74 eV
**LUMO**: 0.6781 eV
**M**: 114.1 g/mol
**Maximum force**: 0.046 Eh/bohr
**HOMO-LUMO gap**: 9.420 eV
**Structure (SMILES)**: O[C@@H]1C=C(F)C=CC1

Last column: Löwdin charge in e.
Positions of all 15 atoms, in Å:
O 1.537232 -1.224194 -0.933562  -0.035
C 0.905767 -0.719394 0.264235  -0.367
C -0.493588 -1.261641 0.289322  0.034
C -1.557143 -0.536402 -0.187087  -0.232
F -2.849125 -0.992671 -0.058822  0.031
C -1.429810 0.869849 -0.555649  -0.024
C -0.304711 1.512560 -0.208598  -0.061
C 0.817340 0.780530 0.425829  -0.150
H 2.502922 -1.241813 -0.838032  0.092
H 1.558473 -1.043675 1.104879  0.149
H -0.721575 -2.277679 0.678028  0.127
H -2.235890 1.345846 -1.059231  0.102
H -0.270833 2.545140 -0.476824  0.101
H 1.740480 1.173009 0.093261  0.107
H 0.800463 1.070542 1.462246  0.127

Atomic forces in eV per Å
0.0054 0.5118 -0.0158
0.0110 -0.5939 0.2817
-2.2808 -0.6573 -0.1918
1.3920 -0.6344 1.6874
1.2018 0.1296 -0.4569
0.7075 -0.4849 0.3834
-1.2206 -1.0391 -1.0903
0.0405 0.7106 -0.3258
-0.4558 0.1451 0.1490
-0.8483 -0.2345 -0.2242
0.3667 0.7742 -0.3828
-0.5573 0.3621 -0.2140
0.5140 0.6038 0.1078
1.1705 0.6891 -0.5695
-0.0465 -0.2824 0.8621